(1)
Entry from the Open Molecules 2025 dataset: a 2-piece molecular cluster, C7H17N2O2PS overall in a non-equilibrium geometry (ωB97M-V/def2-TZVPD).

Geometry (Å):
C  -3.198  1.246  -1.742
C  0.847  -1.467  1.039
C  3.365  -1.887  1.212
C  -5.271  -0.074  -1.964
C  2.504  0.271  0.618
C  2.219  -0.939  1.423
C  1.299  1.171  0.654
N  -4.514  1.104  -1.714
N  0.471  1.471  -0.287
O  -3.890  3.595  -1.036
O  -1.703  2.936  -0.388
P  -2.522  2.943  -1.699
S  -2.185  -0.038  -2.094
H  0.209  -0.720  1.344
H  1.037  -1.324  -0.002
H  0.527  -2.398  1.364
H  4.358  -1.468  1.496
H  3.165  -2.651  1.869
H  3.325  -2.322  0.236
H  -5.916  -0.123  -1.120
H  -5.786  0.090  -3.000
H  -4.450  -0.815  -2.010
H  2.575  -0.070  -0.414
H  3.480  0.844  0.889
H  2.094  -0.689  2.491
H  0.827  1.315  1.713
H  -5.102  1.948  -1.761
H  0.809  1.219  -1.251
H  -0.742  2.467  -0.234
H  -3.950  4.529  -0.955

Values from the calculation:
- energy above the lowest of the compared OMol25 structures with the same formula, charge and spin (eV) = 0.000
- calculated total energy (eV) = -34733.0409
- HOMO-LUMO gap (eV) = 8.64
- HOMO level (eV) = -7.79

(2)
Entry from the Open Molecules 2025 dataset: a 2-piece molecular cluster, C2HClF2O2 overall in a non-equilibrium geometry (ωB97M-V/def2-TZVPD).

Geometry (Å):
C  -0.093  1.934  2.128
C  1.094  1.437  2.408
O  -1.119  2.321  1.884
O  1.180  -0.563  0.123
F  2.181  1.595  1.690
F  1.115  -0.791  -1.303
Cl  1.468  1.040  4.066
H  1.634  -1.285  0.434

Values from the calculation:
- energy above the lowest of the compared OMol25 structures with the same formula, charge and spin (eV) = 6.203
- calculated total energy (eV) = -24136.4515
- HOMO-LUMO gap (eV) = 8.88
- HOMO level (eV) = -9.06

(3)
Entry from the Open Molecules 2025 dataset: C18H14LaO5P as an isolated structure in a non-equilibrium geometry (ωB97M-V/def2-TZVPD).

Geometry (Å):
O  -0.011  2.185  -4.508
C  0.013  1.547  -3.542
La  0.029  0.753  -0.759
C  -0.710  0.952  1.864
O  -0.880  1.236  2.975
C  -0.136  -1.623  -0.141
O  -0.316  -2.764  -0.285
C  2.381  -0.016  -0.566
O  3.434  -0.491  -0.618
C  -2.301  -0.115  -0.545
O  -3.294  -0.637  -0.232
H  -0.042  -0.637  -2.169
C  0.461  -1.861  3.095
P  2.044  -1.561  2.236
C  2.909  -0.054  3.019
C  3.981  -0.100  3.936
C  4.568  1.091  4.382
C  4.150  2.311  3.852
C  3.156  2.363  2.867
C  2.546  1.185  2.460
C  2.914  -2.874  3.143
C  2.928  -2.919  4.552
C  3.542  -3.993  5.194
C  4.135  -4.992  4.406
C  4.137  -4.951  3.001
C  3.536  -3.868  2.366
H  0.483  -1.466  4.110
H  -0.417  -1.461  2.609
H  0.308  -2.950  3.131
H  4.360  -1.054  4.305
H  5.382  1.033  5.107
H  4.657  3.230  4.140
H  2.874  3.291  2.372
H  1.785  1.239  1.673
H  2.499  -2.115  5.158
H  3.563  -4.040  6.293
H  4.652  -5.812  4.893
H  4.598  -5.730  2.378
H  3.526  -3.741  1.280

Values from the calculation:
- calculated total energy (eV) = -39258.5611
- HOMO-LUMO gap (eV) = 4.86
- HOMO level (eV) = -14.08
- charge = +2

(4)
Entry from the Open Molecules 2025 dataset: C5H8NO2 as an isolated structure in a non-equilibrium geometry (ωB97M-V/def2-TZVPD).

Geometry (Å):
O  1.660  0.129  -2.445
C  0.845  0.778  -1.852
O  0.674  2.086  -1.895
C  -0.218  0.073  -0.963
C  0.478  -0.163  0.382
C  -0.429  -0.856  1.420
C  -0.965  0.051  2.323
N  -0.477  -2.184  1.376
H  -0.484  -0.847  -1.480
H  -1.053  0.770  -0.906
H  1.412  -0.688  0.155
H  0.778  0.810  0.785
H  -0.723  1.093  2.153
H  -1.782  -0.214  2.977
H  0.162  -2.455  0.632
H  0.119  1.616  -2.662

Values from the calculation:
- energy above the lowest of the compared OMol25 structures with the same formula, charge and spin (eV) = 3.623
- calculated total energy (eV) = -10897.6582
- HOMO-LUMO gap (eV) = 4.89
- HOMO level (eV) = -1.82
- charge = -1

(5)
Entry from the Open Molecules 2025 dataset: C32H35Cl3N6O2SiZr as an isolated structure in a non-equilibrium geometry (ωB97M-V/def2-TZVPD).

Geometry (Å):
Zr  -0.106  0.072  -0.277
C  -3.126  -1.736  2.533
C  -2.678  -0.620  1.653
O  -1.672  -0.735  0.903
N  -3.339  0.524  1.655
C  -2.948  1.678  0.837
C  -1.747  2.388  1.420
C  -1.854  3.618  2.028
C  -0.743  4.158  2.666
C  0.437  3.439  2.695
C  0.483  2.230  2.033
N  -0.581  1.711  1.391
H  -2.609  -2.650  2.261
H  -4.203  -1.886  2.448
H  -2.896  -1.492  3.573
H  -4.143  0.609  2.259
H  -3.797  2.353  0.795
H  -2.768  1.339  -0.181
H  -2.801  4.145  2.021
H  -0.808  5.127  3.147
H  1.315  3.814  3.204
H  1.398  1.656  1.997
Cl  5.992  -3.458  1.619
C  4.772  -2.384  1.064
C  3.445  -2.774  1.127
C  2.509  -1.877  0.665
Cl  0.783  -2.203  0.769
C  2.819  -0.643  0.133
O  1.812  0.149  -0.333
C  4.151  -0.271  0.112
Cl  4.576  1.285  -0.507
C  5.128  -1.136  0.570
H  3.160  -3.738  1.527
H  6.168  -0.840  0.541
C  1.022  -5.196  -2.865
C  1.653  -3.968  -2.708
C  0.889  -2.840  -2.446
C  -0.507  -2.907  -2.345
C  -1.121  -4.151  -2.502
C  -0.360  -5.287  -2.761
Si  -1.505  -1.346  -2.120
C  -1.839  -0.617  -3.824
C  -3.011  0.112  -4.065
C  -3.285  0.648  -5.319
C  -2.390  0.452  -6.365
C  -1.233  -0.289  -6.154
C  -0.963  -0.822  -4.897
H  1.611  -6.083  -3.070
H  2.731  -3.895  -2.797
H  1.400  -1.886  -2.334
H  -2.201  -4.237  -2.432
H  -0.849  -6.245  -2.887
H  -2.838  -1.711  -1.602
H  -3.737  0.250  -3.266
H  -4.201  1.203  -5.485
H  -2.608  0.855  -7.349
H  -0.547  -0.465  -6.973
H  -0.069  -1.422  -4.762
C  0.948  1.483  -2.890
N  1.194  2.574  -3.791
C  -0.097  3.107  -4.262
N  -0.893  3.622  -3.133
C  -1.157  2.547  -2.215
N  0.118  1.922  -1.668
C  0.903  3.072  -1.030
N  1.157  4.143  -1.954
C  1.931  3.631  -3.097
C  -0.122  4.666  -2.453
H  1.889  1.094  -2.521
H  0.392  0.709  -3.404
H  -0.654  2.317  -4.767
H  0.082  3.919  -4.964
H  -1.720  1.770  -2.714
H  -1.721  2.937  -1.365
H  1.840  2.667  -0.658
H  0.304  3.459  -0.210
H  2.884  3.236  -2.745
H  2.125  4.447  -3.790
H  0.075  5.474  -3.153
H  -0.704  5.063  -1.618

Values from the calculation:
- energy above the lowest of the compared OMol25 structures with the same formula, charge and spin (eV) = 0.135
- calculated total energy (eV) = -93502.6031
- HOMO-LUMO gap (eV) = 6.72
- HOMO level (eV) = -13.16
- charge = +2

(6)
Entry from the Open Molecules 2025 dataset: an isolated ion of composition C4H13N2 and charge +1 in a non-equilibrium geometry (ωB97M-V/def2-TZVPD).

Geometry (Å):
C  0.659  0.887  0.517
N  0.570  1.445  -0.770
C  -0.343  2.298  -1.546
C  0.905  -0.792  0.362
N  -0.304  -1.441  -0.092
C  -1.001  -2.131  1.060
H  1.444  1.237  1.192
H  -0.171  0.850  1.230
H  1.534  1.673  -0.766
H  -0.695  1.702  -2.315
H  -1.204  2.544  -0.831
H  0.185  3.206  -1.675
H  1.696  -0.562  -0.448
H  1.520  -1.107  1.261
H  -0.210  -2.114  -0.886
H  -0.925  -0.599  -0.300
H  -0.503  -3.098  1.334
H  -1.246  -1.503  1.873
H  -1.910  -2.494  0.798

Values from the calculation:
- energy above the lowest of the compared OMol25 structures with the same formula, charge and spin (eV) = 3.875
- calculated total energy (eV) = -7329.6127
- HOMO-LUMO gap (eV) = 9.48
- HOMO level (eV) = -12.75
- charge = +1

(7)
Entry from the Open Molecules 2025 dataset: a 4-piece molecular cluster, C10H19O12 overall in a non-equilibrium geometry (ωB97M-V/def2-TZVPD).

Geometry (Å):
O  -1.533  -29.497  -7.262
C  -0.703  -28.747  -6.575
O  -0.191  -27.727  -7.042
O  -0.450  -29.012  -5.387
H  -1.791  -29.842  -6.404
C  5.549  -30.882  -6.777
O  5.129  -32.028  -6.119
C  4.482  -31.948  -5.002
O  4.230  -30.938  -4.341
O  4.030  -33.207  -4.748
C  3.087  -33.321  -3.670
H  6.318  -30.378  -6.192
H  4.698  -30.214  -6.913
H  5.953  -31.093  -7.767
H  2.795  -34.370  -3.654
H  2.226  -32.720  -3.964
H  3.486  -32.973  -2.717
C  -2.482  -34.243  -5.260
O  -1.873  -34.677  -6.456
C  -1.017  -35.659  -6.525
O  -0.786  -36.395  -5.557
O  -0.422  -35.800  -7.736
C  0.747  -36.642  -7.932
H  -3.298  -33.571  -5.526
H  -1.814  -33.658  -4.628
H  -2.908  -35.010  -4.614
H  1.342  -36.625  -7.018
H  1.296  -36.413  -8.845
H  0.444  -37.688  -7.975
C  -6.187  -27.687  -12.905
O  -6.813  -27.930  -11.653
C  -6.122  -27.819  -10.499
O  -5.095  -27.224  -10.283
O  -6.896  -28.333  -9.549
C  -6.793  -27.754  -8.255
H  -5.698  -28.524  -13.403
H  -5.449  -26.885  -12.911
H  -6.983  -27.305  -13.544
H  -6.563  -26.689  -8.218
H  -6.152  -28.246  -7.522
H  -7.768  -27.850  -7.779

Values from the calculation:
- energy above the lowest of the compared OMol25 structures with the same formula, charge and spin (eV) = 1.851
- calculated total energy (eV) = -35247.8282
- HOMO-LUMO gap (eV) = 5.73
- HOMO level (eV) = -3.22
- charge = -1